1.
C23H28N2O3 | ωB97M-V/def2-TZVPD

Computed properties:
2S+1 ... 1
SMILES ... CCc1ccc(NC(=O)CN2CCC(C(=O)c3ccc(OC)cc3)CC2)cc1
LUMO level ... 0.0213 hartree
Charge ... 0

Last columns: bonded neighbours and bond lengths (Å).
Atoms and positions in Å:
1 O 3.87097 -0.14598 1.53238  C7 1.211
2 O 0.40570 -2.91214 -0.89876  C26 1.211
3 O -5.26575 -0.51424 -2.17984  C11 1.408, C18 1.356
4 N 1.24600 -1.68886 2.77643  C17 1.448, C22 1.455, C25 1.452
5 N 1.96994 1.11602 1.57423  C7 1.363, C16 1.401, H47 1.011
6 C 3.14408 5.90323 -2.45750  C12 1.530, H36 1.088, H40 1.088, H45 1.088
7 C 2.79453 0.12522 2.01652  O1 1.211, N5 1.363, C25 1.534
8 C -4.25692 -2.20368 -0.73978  C13 1.383, C18 1.393, H31 1.079
9 C 3.21218 1.90902 -0.38831  C16 1.391, C23 1.382, H44 1.077
10 C 1.09670 2.87448 0.20947  C16 1.393, C27 1.381, H34 1.082
11 C -6.55779 -0.94628 -1.82456  O3 1.408, H37 1.095, H52 1.094, H54 1.089
12 C 2.38309 4.64525 -2.88120  C6 1.530, C21 1.502, H39 1.092, H53 1.092
13 C -3.09475 -2.76616 -0.24475  C8 1.383, C28 1.391, H32 1.080
14 C 0.87175 -3.83813 1.67245  C22 1.526, C24 1.530, H30 1.090, H50 1.091
15 C -1.02632 -2.33821 2.25010  C17 1.527, C24 1.532, H29 1.091, H42 1.091
16 C 2.11445 1.95817 0.46420  N5 1.401, C9 1.391, C10 1.393
17 C -0.02766 -1.18442 2.30774  N4 1.448, C15 1.527, H35 1.106, H56 1.095
18 C -4.19256 -1.14583 -1.64356  O3 1.356, C8 1.393, C19 1.398
19 C -2.94049 -0.67841 -2.05467  C18 1.398, C20 1.374, H43 1.078
20 C -1.79100 -1.25778 -1.57329  C19 1.374, C28 1.398, H38 1.080
21 C 2.27077 3.68636 -1.73078  C12 1.502, C23 1.389, C27 1.389
22 C 1.80326 -2.63856 1.82499  N4 1.455, C14 1.526, H41 1.100, H55 1.092
23 C 3.27903 2.76766 -1.46896  C9 1.382, C21 1.389, H51 1.080
24 C -0.53455 -3.39808 1.25947  C14 1.530, C15 1.532, C26 1.525, H49 1.097
25 C 2.19937 -0.67196 3.18422  N4 1.452, C7 1.534, H33 1.094, H46 1.093
26 C -0.56241 -2.87664 -0.17294  O2 1.211, C24 1.525, C28 1.484
27 C 1.17889 3.72724 -0.87322  C10 1.381, C21 1.389, H48 1.081
28 C -1.84623 -2.30228 -0.64630  C13 1.391, C20 1.398, C26 1.484
29 H -1.09772 -2.78688 3.24236  C15 1.091
30 H 1.28488 -4.51008 0.91969  C14 1.090
31 H -5.20697 -2.60031 -0.41766  C8 1.079
32 H -3.17410 -3.59756 0.43958  C13 1.080
33 H 1.70949 -0.00406 3.89902  C25 1.094
34 H 0.23601 2.91553 0.86433  C10 1.082
35 H 0.03775 -0.72511 1.30345  C17 1.106
36 H 3.22857 6.59714 -3.29078  C6 1.088
37 H -6.73927 -0.83132 -0.75119  C11 1.095
38 H -0.82312 -0.90668 -1.89880  C20 1.080
39 H 1.38678 4.92695 -3.22827  C12 1.092
40 H 2.62602 6.40154 -1.64097  C6 1.088
41 H 1.96813 -2.17957 0.83937  C22 1.100
42 H -2.00790 -1.95699 1.96551  C15 1.091
43 H -2.90438 0.13626 -2.76025  C19 1.078
44 H 4.00101 1.20054 -0.20085  C9 1.077
45 H 4.14418 5.64299 -2.11849  C6 1.088
46 H 3.02627 -1.18065 3.68723  C25 1.093
47 H 1.11615 1.26429 2.09418  N5 1.011
48 H 0.38031 4.43223 -1.05619  C27 1.081
49 H -1.20552 -4.26472 1.29292  C24 1.097
50 H 0.81091 -4.36795 2.62451  C14 1.091
51 H 4.13563 2.71858 -2.12557  C23 1.080
52 H -6.72637 -1.98835 -2.11367  C11 1.094
53 H 2.91120 4.16834 -3.70929  C12 1.092
54 H -7.24387 -0.30524 -2.37561  C11 1.089
55 H 2.77066 -2.97223 2.20536  C22 1.092
56 H -0.38900 -0.43174 3.01633  C17 1.095

---

2.
C23H28N2O4 | ωB97M-V/def2-TZVPD

Computed properties:
2S+1 ... 1
SMILES ... COc1ccc(NC(=O)CN2CCC(C(=O)c3ccc(C)cc3)CC2)c(OC)c1
LUMO level ... 0.0117 hartree
Charge ... 0

Last columns: bonded neighbours and bond lengths (Å).
Atoms and positions in Å:
1 O -4.48093 -1.78412 2.56944  C15 1.407, C17 1.365
2 O 1.26430 1.06170 4.27225  C14 1.212
3 O 2.87006 -0.10563 -3.59902  C18 1.213
4 O -0.27791 -1.44223 0.34843  C9 1.408, C21 1.374
5 N 2.90918 0.74186 1.15166  C8 1.452, C13 1.444, C27 1.450
6 N 0.81674 -0.16912 2.39468  C14 1.352, C29 1.394, H55 1.017
7 C -2.61983 -0.67065 3.69669  C17 1.386, C23 1.387, H32 1.077
8 C 2.38971 1.97151 0.58007  N5 1.452, C11 1.534, H34 1.104, H53 1.094
9 C -0.75604 -2.25041 -0.70094  O4 1.408, H38 1.089, H44 1.094, H45 1.094
10 C 3.63009 -0.25925 -0.93136  C20 1.532, C27 1.539, H33 1.091, H39 1.091
11 C 2.33422 1.85683 -0.94840  C8 1.534, C20 1.534, H46 1.091, H51 1.090
12 C -3.30967 1.27313 -4.83901  C25 1.496, H31 1.088, H35 1.090, H41 1.087
13 C 2.98368 0.79357 2.59283  N5 1.444, C14 1.536, H48 1.094, H54 1.102
14 C 1.58698 0.59579 3.20081  O2 1.212, N6 1.352, C13 1.536
15 C -5.31444 -1.55096 3.67831  O1 1.407, H36 1.095, H42 1.089, H47 1.095
16 C 0.38595 0.51869 -4.64057  C19 1.397, C22 1.378, H30 1.080
17 C -3.19004 -1.34423 2.62819  O1 1.365, C7 1.386, C24 1.398
18 C 2.00649 0.21744 -2.81088  O3 1.213, C19 1.485, C20 1.517
19 C 0.62064 0.49880 -3.26337  C16 1.397, C18 1.485, C28 1.395
20 C 2.29114 0.37112 -1.32862  C10 1.532, C11 1.534, C18 1.517, H37 1.092
21 C -1.10172 -1.22392 1.42629  O4 1.374, C24 1.379, C29 1.410
22 C -0.87334 0.76309 -5.14405  C16 1.378, C25 1.392, H50 1.081
23 C -1.29231 -0.27492 3.63279  C7 1.387, C29 1.383, H43 1.077
24 C -2.42163 -1.61835 1.49285  C17 1.398, C21 1.379, H52 1.077
25 C -1.94661 0.99448 -4.28862  C12 1.496, C22 1.392, C26 1.390
26 C -1.71536 0.97390 -2.91796  C25 1.390, C28 1.382, H56 1.081
27 C 4.08400 0.28908 0.43278  N5 1.450, C10 1.539, H40 1.102, H57 1.091
28 C -0.45491 0.73148 -2.40622  C19 1.395, C26 1.382, H49 1.078
29 C -0.52165 -0.54010 2.51494  N6 1.394, C21 1.410, C23 1.383
30 H 1.22031 0.33739 -5.30174  C16 1.080
31 H -3.53407 0.60490 -5.66802  C12 1.088
32 H -3.18576 -0.44583 4.58543  C7 1.077
33 H 3.51415 -1.34280 -0.88523  C10 1.091
34 H 3.00561 2.84135 0.86984  C8 1.104
35 H -3.35537 2.29551 -5.21520  C12 1.090
36 H -5.43617 -0.48033 3.87173  C15 1.095
37 H 1.48945 -0.11123 -0.76570  C20 1.092
38 H 0.07362 -2.35199 -1.39966  C9 1.089
39 H 4.37363 -0.03832 -1.69799  C10 1.091
40 H 4.81437 1.10380 0.29931  C27 1.102
41 H -4.07278 1.15762 -4.07344  C12 1.087
42 H -6.27994 -1.98150 3.41703  C15 1.089
43 H -0.84222 0.24935 4.45923  C23 1.077
44 H -1.60069 -1.78346 -1.21645  C9 1.094
45 H -1.05037 -3.23902 -0.33755  C9 1.094
46 H 3.22359 2.30009 -1.39986  C11 1.091
47 H -4.93157 -2.04119 4.57905  C15 1.095
48 H 3.61025 -0.02668 2.95480  C13 1.094
49 H -0.32757 0.71552 -1.33571  C28 1.078
50 H -1.03336 0.77515 -6.21259  C22 1.081
51 H 1.46601 2.39117 -1.33456  C11 1.090
52 H -2.90258 -2.14233 0.68389  C24 1.077
53 H 1.38614 2.12791 0.98708  C8 1.094
54 H 3.40202 1.73447 2.98401  C13 1.102
55 H 1.26338 -0.43726 1.52179  N6 1.017
56 H -2.53799 1.14887 -2.23853  C26 1.081
57 H 4.57181 -0.49957 1.00829  C27 1.091

---

3.
C23H28N2O4S | ωB97M-V/def2-TZVPD

Computed properties:
2S+1 ... 1
SMILES ... C=C1CCN([C@H](C(=O)NCc2ccc(OC)cc2)C(C)C)S(=O)(=O)c2ccccc21
LUMO level ... 0.0221 hartree
Charge ... 0

Last columns: bonded neighbours and bond lengths (Å).
Atoms and positions in Å:
1 S 1.72633 -1.09198 -0.28360  O2 1.442, O3 1.432, N7 1.655, C9 1.799
2 O 1.49046 -0.53904 1.02749  S1 1.442
3 O 3.08608 -1.31625 -0.67335  S1 1.432
4 O -0.90230 5.27075 3.20458  C19 1.361, C26 1.407
5 O -2.14219 -1.84189 -1.01450  C10 1.219
6 N -1.26018 -0.52504 0.58554  C10 1.340, C11 1.451, H47 1.014
7 N 0.96492 -2.55944 -0.35114  S1 1.655, C16 1.443, C24 1.457
8 C -0.18314 -2.95008 1.79715  C12 1.527, C13 1.528, C24 1.540, H49 1.092
9 C 0.99897 0.04032 -1.47713  S1 1.799, C15 1.388, C20 1.382
10 C -1.33131 -1.66080 -0.12183  O5 1.219, N6 1.340, C24 1.535
11 C -2.15757 0.57894 0.30214  N6 1.451, C25 1.501, H41 1.099, H48 1.097
12 C -1.54942 -3.18837 2.43589  C8 1.527, H32 1.087, H34 1.088, H54 1.087
13 C 0.74789 -4.12982 2.07073  C8 1.528, H35 1.087, H51 1.089, H58 1.087
14 C -1.36195 1.70400 2.41135  C21 1.385, C25 1.387, H36 1.080
15 C 0.85571 -0.30200 -2.81484  C9 1.388, C18 1.395, C22 1.476
16 C 1.27628 -3.34420 -1.52109  N7 1.443, C27 1.536, H43 1.093, H57 1.092
17 C 0.07540 1.94707 -3.24215  C18 1.383, C28 1.385, H55 1.080
18 C 0.37692 0.67376 -3.68904  C15 1.395, C17 1.383, H33 1.080
19 C -1.18698 4.09530 2.58105  O4 1.361, C21 1.390, C30 1.396
20 C 0.72530 1.31859 -1.02911  C9 1.382, C28 1.384, H40 1.078
21 C -1.04285 2.83366 3.14633  C14 1.385, C19 1.390, H31 1.078
22 C 1.23281 -1.62457 -3.34956  C15 1.476, C23 1.327, C27 1.503
23 C 2.13779 -1.70444 -4.31700  C22 1.327, H42 1.076, H50 1.077
24 C -0.33427 -2.75836 0.27674  N7 1.457, C8 1.540, C10 1.535, H38 1.097
25 C -1.81658 1.80009 1.10493  C11 1.501, C14 1.387, C29 1.391
26 C -0.41630 5.23160 4.52466  O4 1.407, H37 1.095, H52 1.089, H56 1.095
27 C 0.56515 -2.84913 -2.78950  C16 1.536, C22 1.503, H46 1.093, H53 1.091
28 C 0.25986 2.27917 -1.90979  C17 1.385, C20 1.384, H44 1.079
29 C -1.97180 3.06679 0.55054  C25 1.391, C30 1.378, H39 1.080
30 C -1.66476 4.19865 1.27330  C19 1.396, C29 1.378, H45 1.079
31 H -0.68629 2.71399 4.15693  C21 1.078
32 H -2.21736 -2.34838 2.26403  C12 1.087
33 H 0.24634 0.41708 -4.72958  C18 1.080
34 H -2.01150 -4.08137 2.01943  C12 1.088
35 H 0.89113 -4.25364 3.14130  C13 1.087
36 H -1.25472 0.73563 2.87685  C14 1.080
37 H 0.53156 4.68780 4.58839  C26 1.095
38 H -0.74500 -3.68615 -0.14057  C24 1.097
39 H -2.34328 3.16211 -0.45915  C29 1.080
40 H 0.88946 1.54868 0.01166  C20 1.078
41 H -3.17924 0.24660 0.53319  C11 1.099
42 H 2.63226 -0.83053 -4.70468  C23 1.076
43 H 1.00424 -4.38277 -1.31679  C16 1.093
44 H 0.04964 3.27594 -1.55492  C28 1.079
45 H -1.78286 5.18282 0.84819  C30 1.079
46 H -0.48181 -2.64070 -2.55701  C27 1.093
47 H -0.42265 -0.34003 1.12558  N6 1.014
48 H -2.13344 0.80739 -0.77056  C11 1.097
49 H 0.27439 -2.05530 2.22355  C8 1.092
50 H 2.43511 -2.65147 -4.73413  C23 1.077
51 H 0.32783 -5.05106 1.67071  C13 1.089
52 H -0.25496 6.26999 4.80971  C26 1.089
53 H 0.60298 -3.64222 -3.53816  C27 1.091
54 H -1.44039 -3.32841 3.50866  C12 1.087
55 H -0.29288 2.68575 -3.93846  C17 1.080
56 H -1.14280 4.77874 5.20710  C26 1.095
57 H 2.35825 -3.28228 -1.65386  C16 1.092
58 H 1.71602 -3.95503 1.60914  C13 1.087

---

4.
C23H28N2O5 | ωB97M-V/def2-TZVPD

Computed properties:
2S+1 ... 1
SMILES ... CCCCOc1ccc(C(=O)Nc2ccc(OCC(=O)N3CCOCC3)cc2)cc1
LUMO level ... 0.0217 hartree
Charge ... 0

Last columns: bonded neighbours and bond lengths (Å).
Atoms and positions in Å:
1 O -8.47011 -2.16790 0.36919  C15 1.410, C16 1.409
2 O -4.75827 0.46025 0.11461  C11 1.368, C13 1.411
3 O 7.06514 -0.43290 -1.15983  C10 1.414, C23 1.355
4 O 1.19748 -2.09890 0.47395  C21 1.214
5 O -7.46172 2.40372 0.57333  C29 1.216
6 N -7.60675 0.39265 -0.42009  C20 1.446, C28 1.451, C29 1.347
7 N 0.74885 -0.04224 -0.41265  C21 1.368, C24 1.397, H51 1.010
8 C 8.09651 1.19303 0.36040  C10 1.530, C17 1.527, H39 1.092, H55 1.092
9 C 3.83112 -1.91053 -0.58609  C22 1.396, C26 1.374, H57 1.079
10 C 7.77790 0.78544 -1.07980  O3 1.414, C8 1.530, H31 1.094, H46 1.097
11 C -3.40085 0.40121 -0.04788  O2 1.368, C12 1.389, C25 1.395
12 C -2.63466 1.35173 -0.70976  C11 1.389, C18 1.383, H44 1.078
13 C -5.45005 1.57281 -0.40881  O2 1.411, C29 1.531, H35 1.101, H42 1.097
14 C -1.40979 -0.89075 0.38775  C24 1.394, C25 1.377, H53 1.077
15 C -8.98836 -1.01457 0.99419  O1 1.410, C28 1.532, H43 1.091, H45 1.100
16 C -7.14854 -1.95981 -0.07160  O1 1.409, C20 1.534, H33 1.100, H36 1.091
17 C 8.99086 0.16539 1.05040  C8 1.527, C27 1.523, H47 1.092, H50 1.092
18 C -1.26629 1.17808 -0.81658  C12 1.383, C24 1.391, H58 1.081
19 C 4.93959 0.62772 -0.57541  C23 1.393, C30 1.383, H48 1.079
20 C -7.07660 -0.78946 -1.06138  N6 1.446, C16 1.534, H37 1.086, H49 1.097
21 C 1.57677 -1.06356 -0.03517  O4 1.214, N7 1.368, C22 1.489
22 C 3.01431 -0.80847 -0.32964  C9 1.396, C21 1.489, C30 1.390
23 C 5.74479 -0.47291 -0.85954  O3 1.355, C19 1.393, C26 1.399
24 C -0.63702 0.06257 -0.27383  N7 1.397, C14 1.394, C18 1.391
25 C -2.77218 -0.71903 0.49517  C11 1.395, C14 1.377, H54 1.078
26 C 5.16869 -1.74795 -0.85665  C9 1.374, C23 1.399, H41 1.078
27 C 9.26485 0.54152 2.50056  C17 1.523, H32 1.088, H34 1.088, H56 1.087
28 C -8.96641 0.18789 0.04479  N6 1.451, C15 1.532, H40 1.095, H52 1.090
29 C -6.92958 1.48713 -0.02276  O5 1.216, N6 1.347, C13 1.531
30 C 3.59098 0.45617 -0.31890  C19 1.383, C22 1.390, H38 1.082
31 H 8.70801 0.58879 -1.62072  C10 1.094
32 H 8.33580 0.59665 3.06384  C27 1.088
33 H -6.48966 -1.74177 0.78191  C16 1.100
34 H 9.75807 1.50973 2.55768  C27 1.088
35 H -5.35927 1.61708 -1.50522  C13 1.101
36 H -6.83444 -2.88966 -0.54793  C16 1.091
37 H -6.05023 -0.64364 -1.38416  C20 1.086
38 H 3.00396 1.32998 -0.07066  C30 1.082
39 H 8.59157 2.16609 0.34154  C8 1.092
40 H -9.61008 -0.00840 -0.81870  C28 1.095
41 H 5.80344 -2.59366 -1.06855  C26 1.078
42 H -5.06963 2.50875 0.01807  C13 1.097
43 H -10.01051 -1.25884 1.28649  C15 1.091
44 H -3.08410 2.23070 -1.14396  C12 1.078
45 H -8.39791 -0.77558 1.89144  C15 1.100
46 H 7.23866 1.58530 -1.60240  C10 1.097
47 H 8.50385 -0.81076 1.01018  C17 1.092
48 H 5.34802 1.62581 -0.54890  C19 1.079
49 H -7.70496 -1.01535 -1.93137  C20 1.097
50 H 9.93566 0.08858 0.50767  C17 1.092
51 H 1.17852 0.73103 -0.90033  N7 1.010
52 H -9.29454 1.09332 0.55553  C28 1.090
53 H -0.93460 -1.75989 0.80947  C14 1.077
54 H -3.37762 -1.45092 1.00571  C25 1.078
55 H 7.16816 1.29438 0.92638  C8 1.092
56 H 9.90686 -0.19884 2.97113  C27 1.087
57 H 3.38691 -2.89392 -0.56955  C9 1.079
58 H -0.68064 1.92671 -1.33253  C18 1.081

---

| no. | calculated total energy (Eh) |
| --- | --- |
| 1 | -1228.48060 |
| 2 | -1303.71371 |
| 3 | -1701.88410 |
| 4 | -1378.95636 |